[1]
This record from the OMol25 dataset describes a 2-piece molecular cluster, C32H30N4O3S overall at a distorted geometry. The level of theory is ωB97M-V/def2-TZVPD.

As for the net charge: 0. As for the total energy: -2080.3183 hartree. As for the largest force on an atom: 1.19 eV/A. For the energy above the lowest of the compared OMol25 structures with the same formula, charge and spin, the calculation gives 0.0 kJ/mol. Its lowest unoccupied orbital energy is -1.0 eV.

Positions of all 70 atoms, in Å:
C (-6.32, 0.93, 1.01)
N (-5.26, 1.27, 1.96)
C (-5.46, 2.52, 2.70)
C (-3.95, 0.70, 1.85)
C (-3.03, 1.19, 0.91)
C (-1.75, 0.73, 0.90)
C (-1.30, -0.23, 1.82)
C (0.08, -0.67, 1.84)
C (1.21, 0.09, 1.73)
C (2.49, -0.60, 1.69)
O (2.55, -1.82, 1.70)
N (3.67, 0.17, 1.67)
C (4.91, -0.58, 1.69)
C (3.67, 1.55, 1.73)
S (5.07, 2.41, 1.77)
N (2.46, 2.21, 1.78)
C (2.41, 3.65, 1.96)
C (1.21, 1.55, 1.78)
O (0.20, 2.21, 1.86)
C (-2.24, -0.77, 2.72)
C (-3.53, -0.31, 2.73)
H (-6.05, 0.02, 0.47)
H (-7.25, 0.75, 1.55)
H (-6.47, 1.73, 0.29)
H (-4.57, 2.76, 3.28)
H (-5.65, 3.35, 2.02)
H (-6.30, 2.41, 3.38)
H (-3.35, 1.94, 0.21)
H (-1.03, 1.13, 0.20)
H (0.25, -1.73, 2.00)
H (5.78, 0.07, 1.73)
H (4.92, -1.23, 2.56)
H (4.98, -1.21, 0.80)
H (1.37, 3.98, 2.01)
H (2.90, 3.92, 2.90)
H (2.90, 4.15, 1.13)
H (-1.92, -1.51, 3.42)
H (-4.24, -0.70, 3.44)
C (-4.50, 1.19, -2.59)
C (-4.45, -0.12, -2.18)
C (-3.22, -0.75, -2.07)
C (-2.04, -0.08, -2.37)
C (-0.75, -0.81, -2.20)
C (0.48, -0.15, -2.41)
N (1.72, -0.75, -2.25)
C (1.87, -2.04, -1.84)
C (3.11, -2.67, -1.76)
C (4.27, -1.93, -2.10)
C (5.52, -2.58, -2.07)
C (5.61, -3.89, -1.70)
C (4.47, -4.61, -1.33)
C (3.25, -4.02, -1.36)
C (4.11, -0.57, -2.45)
C (2.88, -0.01, -2.52)
O (-0.80, -2.00, -1.86)
C (-2.12, 1.24, -2.78)
C (-3.34, 1.87, -2.89)
H (-5.46, 1.69, -2.68)
H (-5.35, -0.66, -1.95)
H (-3.16, -1.78, -1.75)
H (0.47, 0.88, -2.73)
H (0.98, -2.59, -1.59)
H (6.40, -2.03, -2.35)
H (6.57, -4.37, -1.67)
H (4.57, -5.63, -1.00)
H (2.37, -4.57, -1.05)
H (4.99, 0.02, -2.65)
H (2.77, 1.02, -2.79)
H (-1.22, 1.77, -3.04)
H (-3.38, 2.90, -3.20)


[2]
This record from the OMol25 dataset describes one molecule with the formula C14H10N4O6 at a distorted geometry. The level of theory is ωB97M-V/def2-TZVPD.

As for the net charge: 0. As for the total energy: -1209.7395 hartree. The SMILES is O=C1NC(=O)N(/N=C/c2ccc(-c3ccc([N+](=O)[O-])cc3)o2)[C@@H]1O. As for the largest force on an atom: 5.78 eV/A. For the energy above the lowest of the compared OMol25 structures with the same formula, charge and spin, the calculation gives 224.4 kJ/mol. Its lowest unoccupied orbital energy is -1.3 eV.

Positions of all 34 atoms, in Å:
O (0.44, -6.64, 2.97)
C (-0.18, -5.60, 2.82)
N (-1.21, -5.25, 3.57)
C (-1.81, -4.15, 2.99)
O (-2.97, -3.84, 3.21)
N (-1.01, -3.64, 1.94)
N (-0.94, -2.42, 1.28)
C (-1.72, -1.47, 1.84)
C (-1.55, 0.03, 1.45)
C (-1.81, 1.12, 2.31)
C (-1.61, 2.31, 1.54)
C (-1.20, 1.85, 0.27)
C (-0.91, 2.74, -0.86)
C (0.11, 2.44, -1.72)
C (0.46, 3.28, -2.77)
C (-0.35, 4.31, -3.16)
N (-0.25, 5.06, -4.34)
O (0.83, 5.15, -4.88)
O (-1.25, 5.81, -4.61)
C (-1.31, 4.62, -2.15)
C (-1.65, 3.86, -0.99)
O (-1.12, 0.50, 0.24)
C (0.13, -4.55, 1.74)
O (0.10, -5.02, 0.27)
H (-1.76, -5.99, 3.89)
H (-2.01, -1.60, 2.85)
H (-2.23, 1.05, 3.31)
H (-1.68, 3.43, 1.81)
H (0.70, 1.62, -1.52)
H (1.19, 2.89, -3.56)
H (-1.97, 5.40, -2.04)
H (-2.40, 4.04, -0.26)
H (1.09, -4.07, 1.99)
H (0.18, -4.36, -0.36)


[3]
This record from the OMol25 dataset describes C3H2O3Tl as an isolated structure at a distorted geometry. The level of theory is ωB97M-V/def2-TZVPD.

As for the net charge: +2. As for the total energy: -512.7673 hartree. Its expectation value of S² is 0.753. As for the largest force on an atom: 11.45 eV/A. For the energy above the lowest of the compared OMol25 structures with the same formula, charge and spin, the calculation gives 333.3 kJ/mol. Its multiplicity is 2. Its lowest unoccupied orbital energy (spin up / spin down) is -11.8 / -13.1 eV.

Positions of all 9 atoms, in Å:
O (-2.80, 2.20, 0.49)
C (-2.08, 1.96, -0.37)
O (-1.45, 1.82, -1.37)
O (0.42, -0.39, -0.73)
C (0.86, -1.42, -0.09)
C (1.46, -1.60, 1.08)
H (2.00, -2.52, 1.30)
H (1.57, -0.76, 1.79)
Tl (0.02, 0.72, -2.10)


[4]
This record from the OMol25 dataset describes a 2-piece molecular cluster, C5H5NO overall at a distorted geometry. The level of theory is ωB97M-V/def2-TZVPD.

As for the net charge: 0. As for the total energy: -323.4057 hartree. As for the largest force on an atom: 1.02 eV/A. For the energy above the lowest of the compared OMol25 structures with the same formula, charge and spin, the calculation gives 299.2 kJ/mol. Its lowest unoccupied orbital energy is 0.9 eV.

Positions of all 12 atoms, in Å:
O (-1.98, -0.89, 2.28)
C (-1.79, -1.50, 1.34)
C (-0.21, 0.52, 0.07)
C (1.18, 0.96, 0.36)
C (0.84, 0.66, -1.06)
C (0.12, -0.58, -0.84)
N (-0.13, -1.73, -1.29)
H (-0.85, -2.15, -0.71)
H (-1.13, 1.08, 0.22)
H (1.84, 0.29, 0.91)
H (1.30, 2.01, 0.62)
H (0.82, 1.33, -1.91)


[5]
This record from the OMol25 dataset describes C4H8O as an isolated structure at a distorted geometry. The level of theory is ωB97M-V/def2-TZVPD.

As for the net charge: 0. As for the total energy: -232.2434 hartree. As for the largest force on an atom: 3.31 eV/A. For the energy above the lowest of the compared OMol25 structures with the same formula, charge and spin, the calculation gives 530.9 kJ/mol. Its lowest unoccupied orbital energy is 0.5 eV.

Positions of all 13 atoms, in Å:
C (1.12, -0.74, 0.53)
C (0.17, 0.35, 0.32)
C (-0.07, 1.24, -0.93)
O (-1.46, 0.85, -1.02)
C (-1.14, -0.24, -0.15)
H (-0.04, -1.49, 1.31)
H (1.91, -0.62, 1.27)
H (1.40, -1.36, -0.33)
H (0.04, 0.94, 1.23)
H (0.50, 0.90, -1.80)
H (0.04, 2.32, -0.78)
H (-1.35, -0.98, 1.08)
H (-1.11, -1.19, -0.72)


[6]
This record from the OMol25 dataset describes an isolated ion of composition C3H8NOS and charge -1 at a distorted geometry. The level of theory is ωB97M-V/def2-TZVPD.

As for the net charge: -1. As for the total energy: -647.2244 hartree. The SMILES is [O-]CNCCS. As for the largest force on an atom: 3.27 eV/A. For the energy above the lowest of the compared OMol25 structures with the same formula, charge and spin, the calculation gives 302.4 kJ/mol. Its lowest unoccupied orbital energy is 3.1 eV.

Positions of all 14 atoms, in Å:
O (1.37, 2.06, -0.94)
C (1.64, 0.73, -0.71)
N (1.22, 0.24, 0.85)
C (0.02, -0.63, 0.68)
C (-1.30, 0.09, 0.01)
S (-2.82, -0.96, -0.39)
H (0.98, 0.08, -1.43)
H (2.83, 0.63, -0.70)
H (0.79, 1.08, 1.20)
H (0.31, -1.53, -0.02)
H (-0.12, -1.17, 1.66)
H (-1.67, 1.02, 0.39)
H (-0.87, 0.37, -0.98)
H (-2.38, -2.01, 0.37)